Entry 1:
The following is a quantum chemistry calculation of a cluster of 2 separate species, C17H27N3O6 in total at a distorted geometry, from OMol25.

LUMO level   0.550 eV
Frontier orbital gap   9.332 eV
ΔE to the lowest compared entry with this formula, charge and spin   0.00 kcal per mole
SMILES   CC[C@H](C)[C@H](NC(C)=O)C(=O)NC.Cc1c(O)cc(O)nc1CC(=O)O

The geometry in ORCA input format:
```
! wB97M-V def2-TZVPD RIJCOSX def2/J DEFGRID3
* xyz 0 1
C -2.06 -2.19 -0.44
C -1.20 -2.11 0.83
C 0.31 -1.95 0.55
C 0.89 -3.25 -0.04
C 1.08 -1.53 1.82
N 0.54 -0.27 2.36
C 0.73 0.14 3.62
C 0.09 1.45 4.00
O 1.36 -0.51 4.44
C 2.59 -1.37 1.56
O 2.99 -0.49 0.80
N 3.48 -2.19 2.12
C 3.22 -3.23 3.12
H -1.86 -1.33 -1.07
H -1.84 -3.10 -0.99
H -3.11 -2.20 -0.16
H -1.37 -3.00 1.44
H -1.57 -1.25 1.39
H 0.44 -1.16 -0.20
H 0.79 -4.07 0.68
H 1.94 -3.13 -0.29
H 0.37 -3.52 -0.96
H 0.93 -2.30 2.57
H 0.00 0.31 1.75
H 0.56 2.26 3.43
H -0.97 1.41 3.78
H 0.24 1.62 5.06
H 4.44 -2.00 1.89
H 2.74 -2.79 4.00
H 2.56 -4.00 2.70
H 4.15 -3.70 3.42
C -2.46 2.64 -0.88
C -1.24 2.07 -1.58
C -0.09 1.74 -0.86
O 0.03 1.93 0.48
C 0.99 1.21 -1.54
C 0.89 1.02 -2.90
O 1.90 0.50 -3.61
N -0.18 1.32 -3.61
C -1.23 1.86 -2.98
C -2.40 2.21 -3.86
C -2.51 3.71 -4.04
O -3.63 4.18 -4.07
O -1.39 4.45 -4.19
H -3.35 2.05 -1.10
H -2.33 2.65 0.21
H -2.63 3.68 -1.20
H 0.98 1.90 0.71
H 1.91 0.92 -1.04
H 1.55 0.52 -4.52
H -3.32 1.81 -3.43
H -2.26 1.75 -4.84
H -1.70 5.36 -4.31
*
```

natural (NBO) population analysis, charges in e, atoms 1 to 5:
1. C -0.604
2. C -0.396
3. C -0.205
4. C -0.616
5. C -0.128

---

Entry 2:
The following is a quantum chemistry calculation of a cluster of 2 separate species, C17H27N4O6P in total at a distorted geometry, from OMol25.

LUMO level   0.044 eV
Frontier orbital gap   9.345 eV
ΔE to the lowest compared entry with this formula, charge and spin   0.00 kcal per mole
SMILES   CNC(=O)[C@H](CCC(N)=O)NC(C)=O.NC1(P(=O)(O)O)Cc2ccccc2C1

The geometry in ORCA input format:
```
! wB97M-V def2-TZVPD RIJCOSX def2/J DEFGRID3
* xyz 0 1
C -3.05 -6.12 4.06
N -2.47 -5.17 3.11
C -1.26 -4.62 3.23
O -0.54 -4.87 4.19
C -0.73 -3.66 2.14
C -0.85 -2.20 2.61
C -0.28 -1.16 1.63
C -0.21 0.23 2.26
N -0.77 1.24 1.63
O 0.35 0.45 3.32
N -1.28 -3.83 0.78
C -2.55 -3.73 0.38
C -2.82 -4.01 -1.08
O -3.47 -3.43 1.13
H -3.99 -6.52 3.68
H -2.35 -6.94 4.23
H -3.23 -5.62 5.02
H -3.06 -4.83 2.36
H 0.33 -3.87 2.08
H -1.90 -1.96 2.80
H -0.32 -2.11 3.56
H -0.89 -1.13 0.74
H 0.74 -1.45 1.35
H -1.26 1.10 0.77
H -0.69 2.13 2.08
H -0.61 -4.08 0.07
H -2.55 -5.04 -1.30
H -2.25 -3.32 -1.69
H -3.89 -3.87 -1.27
N 3.50 2.60 -0.44
C 2.80 2.70 -1.76
P 3.51 1.65 -3.20
O 4.78 2.19 -3.72
O 2.56 1.61 -4.46
O 3.78 0.16 -2.71
C 1.32 2.31 -1.52
C 0.56 3.59 -1.63
C -0.80 3.82 -1.40
C -1.32 5.11 -1.53
C -0.48 6.17 -1.90
C 0.88 5.94 -2.13
C 1.39 4.64 -1.99
C 2.80 4.20 -2.17
H 4.46 2.94 -0.49
H 3.47 1.65 -0.07
H 2.78 2.45 -4.89
H 4.30 -0.17 -3.45
H 1.18 1.86 -0.53
H 0.95 1.60 -2.27
H -1.45 3.00 -1.11
H -2.37 5.30 -1.34
H -0.88 7.18 -2.00
H 1.54 6.75 -2.41
H 3.48 4.79 -1.54
H 3.11 4.34 -3.21
*
```

natural (NBO) population analysis, charges in e, atoms 1 to 5:
1. C -0.410
2. N -0.612
3. C 0.660
4. O -0.637
5. C -0.122

---

Entry 3:
The following is a quantum chemistry calculation of the molecule C17H27N5 at a distorted geometry, from OMol25.

LUMO level   0.583 eV
Frontier orbital gap   9.413 eV
ΔE to the lowest compared entry with this formula, charge and spin   0.00 kcal per mole
SMILES   CCCCCCCCc1ccc(CN(C)c2nnn[nH]2)cc1

The geometry in ORCA input format:
```
! wB97M-V def2-TZVPD RIJCOSX def2/J DEFGRID3
* xyz 0 1
C 1.85 5.48 4.41
C 2.12 4.38 3.35
C 3.43 4.38 2.61
C 3.53 3.09 1.73
C 2.82 3.17 0.38
C 2.59 1.89 -0.41
C 1.71 0.77 0.35
C 1.50 -0.46 -0.54
C 0.13 -0.95 -0.48
C -0.39 -2.03 0.29
C -1.66 -2.55 -0.01
C -2.42 -1.92 -1.02
C -3.76 -2.58 -1.48
N -3.83 -4.03 -1.80
C -4.33 -5.02 -0.83
C -3.21 -4.64 -2.90
N -3.09 -5.91 -3.22
N -2.44 -5.99 -4.45
N -2.12 -4.84 -4.85
N -2.56 -4.03 -3.89
C -1.95 -0.74 -1.66
C -0.68 -0.19 -1.43
H 0.76 5.58 4.53
H 2.44 5.39 5.33
H 2.02 6.34 3.92
H 2.04 3.37 3.84
H 1.27 4.47 2.60
H 3.51 5.18 1.97
H 4.27 4.47 3.27
H 3.17 2.26 2.34
H 4.60 2.93 1.54
H 3.25 3.92 -0.18
H 1.82 3.59 0.60
H 3.55 1.42 -0.68
H 2.07 2.05 -1.34
H 0.88 1.38 0.60
H 2.25 0.34 1.25
H 2.17 -1.21 -0.29
H 1.65 -0.27 -1.63
H 0.29 -2.27 1.12
H -2.15 -3.46 0.33
H -4.06 -1.98 -2.31
H -4.57 -2.40 -0.76
H -4.99 -5.79 -1.28
H -3.40 -5.44 -0.37
H -4.80 -4.50 0.05
H -2.44 -2.99 -3.99
H -2.57 -0.19 -2.46
H -0.29 0.52 -2.17
*
```

natural (NBO) population analysis, charges in e, atoms 1 to 5:
1. C -0.606
2. C -0.382
3. C -0.396
4. C -0.381
5. C -0.405

---

Entry 4:
The following is a quantum chemistry calculation of the molecule C17H27N5O3, from OMol25.

LUMO level   0.777 eV
Frontier orbital gap   9.841 eV
ΔE to the lowest compared entry with this formula, charge and spin   81.57 kcal per mole
SMILES   CCCCn1cc([C@]2(C)COCCN2C(=O)[C@@H]2ON=C(C)[C@H]2C)nn1

The geometry in ORCA input format:
```
! wB97M-V def2-TZVPD RIJCOSX def2/J DEFGRID3
* xyz 0 1
C -5.99 -2.77 3.75
C -5.08 -3.14 2.58
C -3.97 -2.12 2.37
C -3.08 -2.50 1.20
N -2.03 -1.51 0.97
C -0.81 -1.43 1.53
C -0.28 -0.27 1.02
C 1.06 0.37 1.29
C 2.11 -0.70 1.62
C 1.00 1.25 2.55
O 0.28 2.44 2.40
C 0.91 3.24 1.42
C 0.87 2.56 0.08
N 1.46 1.21 0.14
C 1.80 0.59 -1.02
O 1.87 -0.62 -1.14
C 2.20 1.49 -2.20
O 1.04 2.14 -2.74
N 1.18 2.21 -4.14
C 2.15 1.46 -4.50
C 2.51 1.31 -5.93
C 2.80 0.72 -3.37
C 4.32 0.69 -3.38
N -1.20 0.27 0.19
N -2.26 -0.48 0.16
H -6.78 -3.51 3.89
H -5.42 -2.71 4.68
H -6.46 -1.80 3.59
H -4.64 -4.13 2.75
H -5.68 -3.22 1.67
H -4.40 -1.13 2.18
H -3.37 -2.04 3.27
H -2.60 -3.46 1.36
H -3.65 -2.56 0.27
H -0.43 -2.18 2.20
H 1.95 -1.05 2.64
H 2.07 -1.55 0.94
H 3.11 -0.26 1.57
H 0.52 0.68 3.34
H 2.03 1.48 2.85
H 0.37 4.19 1.38
H 1.95 3.44 1.73
H -0.16 2.49 -0.27
H 1.43 3.16 -0.64
H 2.90 2.26 -1.85
H 2.44 0.26 -6.23
H 1.85 1.91 -6.56
H 3.55 1.62 -6.11
H 2.42 -0.31 -3.36
H 4.70 0.16 -4.26
H 4.74 1.70 -3.39
H 4.70 0.18 -2.50
*
```

natural (NBO) population analysis, charges in e, atoms 1 to 5:
1. C -0.600
2. C -0.393
3. C -0.402
4. C -0.206
5. N -0.157

---

| no. | E_HOMO (eV) |
| --- | --- |
| 1 | -8.781 |
| 2 | -9.301 |
| 3 | -8.830 |
| 4 | -9.064 |